Below is a 2-piece molecular cluster, H2N4O4 overall at a distorted geometry, with properties calculated with wB97M-V/def2-TZVPD.

XYZ file:
```
10
Properties=species:S:1:pos:R:3
N 0.91433 -0.09779 -0.40476
N 1.63788 -1.00929 -0.21618
N -2.44098 -1.47917 -0.11937
N 2.62509 -1.54369 0.04453
O -1.96581 -0.30181 0.34566
O -1.76245 -2.30140 -0.63956
O -3.58534 -1.57382 0.19718
O 3.01487 -2.61181 0.41934
H -0.92981 -0.27689 0.27958
H 0.69068 0.17406 -1.34363
```

As for the largest force on an atom: 5.3 eV Å⁻¹. Its molecular weight is 122.040 g/mol. Its multiplicity is 1. As for the HOMO-LUMO gap (spin up / spin down): 9.32 / 9.32 eV. As for the charge: 0. The HOMO energy (spin up / spin down) is -10.13 / -10.13 eV. The SMILES is O=[N+]([O-])O.[H]/N=N/N=O. The relative energy (zero: lowest compared OMol25 entry of this formula, charge and spin) comes out at 110.4 kJ/mol.